This record from OMol25 describes 14 unconnected molecules or ions with the total composition C16H60O14 at a distorted geometry. The level of theory is the ωB97M-V functional and the def2-TZVPD basis.

Structure (XYZ):
```
90
Properties=species:S:1:pos:R:3:forces:R:3:mulliken_charge:R:1
C 4.07673 1.73903 3.40310 -0.44 0.95 -0.65 -0.89
O 3.29629 0.98430 2.46096 0.37 0.69 -0.10 -0.16
H 3.62205 2.73650 3.56573 0.01 -0.39 0.06 0.31
H 4.09733 1.23094 4.36100 0.11 -0.25 -0.04 0.33
H 5.08964 1.94814 3.03727 -0.05 -0.44 0.10 0.30
H 3.18623 1.54766 1.64554 -0.10 -0.70 0.85 0.17
C 4.14581 0.32167 -2.28364 -0.66 -0.23 0.28 -0.33
O 4.66938 0.31690 -0.96310 0.00 0.20 -0.19 -0.53
H 4.22113 1.28672 -2.80387 0.24 -0.09 0.17 0.22
H 4.66677 -0.44892 -2.84467 0.15 0.09 -0.07 0.29
H 3.07801 0.03817 -2.27968 0.25 0.09 -0.08 0.03
H 4.19963 0.98525 -0.44364 0.05 -0.08 -0.21 0.38
C -0.97979 0.24243 -4.06884 -0.23 -0.08 -0.40 -0.13
O -1.82601 -0.03527 -5.20566 0.07 0.19 0.80 -0.57
H -0.59119 -0.68027 -3.63557 0.17 0.07 -0.16 0.20
H -0.18787 0.93480 -4.36017 0.17 -0.13 0.11 0.35
H -1.56980 0.72565 -3.29054 -0.19 -0.02 -0.17 -0.10
H -1.29773 -0.08412 -6.00062 0.12 -0.07 -0.11 0.28
C 0.39620 2.93576 2.87776 -0.21 1.09 0.59 -0.04
O -0.24111 4.25234 3.05111 0.45 -1.06 -0.59 -0.56
H -0.34394 2.17628 2.62584 -0.01 0.15 -0.15 0.10
H 1.16151 3.02906 2.10461 -0.21 -0.11 -0.06 -0.12
H 0.88259 2.61952 3.80276 -0.05 0.03 -0.07 0.36
H -0.18119 4.50759 3.97003 0.01 -0.07 0.19 0.30
C 0.70459 0.00316 -0.29361 -0.79 0.12 0.38 -0.19
O -0.40462 -0.59144 -0.96722 0.20 -0.18 -0.19 0.15
H 0.69059 -0.26291 0.76447 0.23 -0.18 0.05 0.08
H 1.62581 -0.34425 -0.76019 0.02 0.03 0.08 0.00
H 0.63457 1.09645 -0.32837 0.11 -0.05 -0.19 0.13
H -1.14740 -0.80281 -0.36255 0.36 0.37 -0.05 0.00
C 0.69188 -3.82133 -0.85870 -0.12 0.09 0.59 -0.16
O 0.26043 -3.15158 -2.01784 0.05 0.77 -0.55 -0.70
H 1.29442 -4.68337 -1.13236 0.08 -0.03 -0.05 0.32
H 1.27758 -3.15190 -0.22320 0.11 -0.15 0.04 -0.04
H -0.16684 -4.16856 -0.26998 0.06 -0.02 -0.03 0.12
H 0.29019 -2.18350 -1.84782 -0.38 -0.67 0.06 0.24
C 3.64167 -2.56395 2.66146 1.30 -1.26 0.34 -0.24
O 4.19897 -3.95347 2.70524 -0.83 1.63 -0.16 -0.56
H 2.80742 -2.44729 3.36155 0.08 -0.04 -0.21 0.16
H 4.44288 -1.84234 2.89059 -0.32 -0.21 0.07 0.25
H 3.34196 -2.36214 1.63685 -0.17 -0.25 0.04 0.08
H 4.52600 -4.11825 3.59653 -0.09 0.17 -0.10 0.28
C -0.75274 4.00659 -2.52943 -0.24 -0.53 0.52 -1.33
C 0.65173 4.01068 -1.99053 0.09 -0.03 0.12 0.70
C 1.33814 5.34298 -2.18354 0.16 -0.03 0.68 -1.48
O 0.62191 3.66856 -0.58917 0.38 0.29 -0.01 -0.28
H -0.78360 3.86443 -3.60546 -0.10 0.36 -0.13 0.37
H -1.25904 4.90688 -2.17828 -0.14 0.11 -0.40 0.35
H -1.27394 3.16634 -2.06851 -0.07 -0.07 -0.16 0.25
H 1.25087 3.21950 -2.45057 -0.10 -0.07 -0.06 0.23
H 2.35744 5.29412 -1.79003 0.05 0.08 -0.27 0.32
H 0.81277 6.09171 -1.57673 -0.03 0.06 -0.27 0.38
H 1.33297 5.64593 -3.22362 0.09 0.11 -0.13 0.43
H 0.42987 4.47491 -0.08282 -0.04 -0.33 -0.06 0.20
C -1.44004 -2.61482 5.08147 -0.22 0.01 -0.79 -1.31
C -1.17561 -2.89417 3.59583 0.31 0.75 -0.03 0.92
C -2.27331 -3.70448 2.96003 -0.08 -0.46 0.30 -1.48
O -1.06787 -1.63487 2.85950 0.49 -0.65 0.67 -0.26
H -0.62078 -2.02993 5.49320 0.02 -0.07 0.22 0.27
H -1.57808 -3.55610 5.61446 0.18 0.08 0.14 0.41
H -2.36245 -2.03499 5.15958 0.04 0.02 0.10 0.30
H -0.21126 -3.41885 3.49559 -0.24 0.01 -0.02 0.17
H -3.22921 -3.17517 2.98229 0.08 0.12 -0.12 0.35
H -2.42149 -4.61981 3.54406 0.04 0.06 -0.12 0.46
H -2.01977 -4.00217 1.94548 -0.09 0.13 -0.13 0.19
H -0.24055 -1.21360 3.18087 -0.57 0.10 -0.23 0.05
C -4.90115 -1.90584 -3.96662 -0.17 -0.40 0.00 -1.18
C -5.06854 -0.49714 -3.44282 -0.41 0.07 0.04 0.23
C -4.53286 -0.29579 -2.02499 0.45 -0.09 -0.24 -0.65
O -4.50021 0.45742 -4.33587 0.63 -0.45 0.25 -0.57
H -5.39687 -2.02680 -4.93204 -0.02 0.18 0.01 0.33
H -5.37862 -2.60110 -3.26964 0.21 -0.08 -0.05 0.38
H -3.85832 -2.19767 -4.09559 0.05 0.06 0.22 0.24
H -6.15243 -0.31223 -3.41523 0.20 0.28 -0.10 0.33
H -4.63576 0.75766 -1.76342 -0.10 0.02 0.12 0.32
H -3.46396 -0.54858 -1.98336 -0.17 0.02 -0.07 -0.20
H -5.04283 -0.92791 -1.29212 -0.07 0.06 -0.11 0.48
H -3.58012 0.14557 -4.50335 -0.76 0.43 -0.25 0.26
O -2.65810 -3.23239 -1.84637 0.88 0.05 0.00 -0.68
H -2.69292 -2.60143 -1.11020 0.02 -0.18 -0.18 0.29
H -1.69494 -3.30589 -2.07132 -0.86 0.15 0.29 0.41
O 1.20563 0.00894 4.01850 1.02 0.28 -0.44 -0.62
H 1.58354 -0.12212 4.89821 -0.15 -0.02 -0.20 0.30
H 1.97006 0.35484 3.45696 -0.97 -0.48 0.47 0.36
O -2.72202 -1.00756 0.53948 -0.30 -0.13 0.79 -0.40
H -2.60408 -1.27735 1.47831 0.30 0.25 -0.64 0.11
H -3.46402 -0.38406 0.53591 0.27 -0.21 -0.14 0.25
O 3.12219 2.55869 0.22186 -0.06 0.71 -0.75 -0.60
H 2.43007 2.86478 -0.42481 0.31 -0.23 1.10 0.10
H 3.66957 3.34162 0.40430 -0.26 -0.33 -0.19 0.22
```
Forces are in eV/Å.

Summary:
Gap between HOMO and LUMO: 9.228 eV
Max |F|: 1.84 eV Å⁻¹
E_LUMO: -0.1 eV


This record from OMol25 describes 13 unconnected molecules or ions with the total composition C16H62N4O13 at a distorted geometry. The level of theory is the ωB97M-V functional and the def2-TZVPD basis.

Structure (XYZ):
```
95
Properties=species:S:1:pos:R:3:forces:R:3:mulliken_charge:R:1
C -7.48443 -1.83446 2.64704 1.16 0.04 -1.34 -1.35
C -6.59726 -1.20362 3.72298 -1.32 -0.11 1.05 0.36
C -5.14806 -0.99470 3.28753 -0.39 -0.26 -0.64 -0.90
O -5.20601 -0.27720 2.06779 -0.26 0.77 -0.41 -0.37
C -3.96177 -0.18693 1.42288 0.57 -0.80 1.06 -0.85
N -7.19990 0.05698 4.24232 0.58 0.08 -1.06 -0.76
H -6.85428 -2.53750 2.08863 -0.31 -0.40 0.15 0.33
H -7.76207 -1.12343 1.86416 -0.14 0.21 0.27 0.34
H -8.37334 -2.33956 3.01619 0.07 0.07 0.23 0.37
H -6.72274 -1.90141 4.55816 0.96 -0.05 0.08 0.27
H -4.66213 -1.95526 3.07148 -0.06 -0.16 0.29 0.45
H -4.52300 -0.43628 3.99039 -0.23 -0.07 0.33 0.43
H -3.17665 0.11361 2.13124 -0.06 0.35 0.03 0.32
H -3.95360 0.51048 0.59122 -0.41 -0.12 -0.09 0.41
H -3.65754 -1.20922 1.15545 0.04 0.10 -0.60 0.34
H -8.18382 -0.00604 3.99676 -0.12 0.11 0.35 0.26
H -6.86336 0.75850 3.57850 -0.11 0.24 0.30 0.33
C 3.33242 -0.45341 4.11274 0.02 0.62 -1.32 -1.60
C 2.08015 -1.07980 3.43993 0.40 1.08 0.99 1.73
C 2.34615 -2.48570 2.94676 -0.21 0.36 0.36 -0.89
O 3.51118 -2.46747 2.15233 -0.13 -0.51 -0.33 -0.32
C 3.47043 -3.45609 1.13878 0.69 0.33 -0.33 -0.43
N 1.00044 -1.09149 4.44505 -0.61 -0.70 -0.44 -0.79
H 3.10559 0.51927 4.55404 -0.44 -0.36 0.59 0.44
H 4.07213 -0.12169 3.37639 0.00 -0.60 -0.29 0.32
H 3.84103 -1.13152 4.79314 -0.27 0.03 0.25 0.32
H 1.72264 -0.44958 2.61776 0.58 -0.03 -0.36 -0.67
H 1.46776 -2.85063 2.39817 0.07 0.03 -0.25 0.45
H 2.44739 -3.14308 3.82041 0.23 -0.08 -0.03 0.31
H 4.46574 -3.59901 0.71242 0.20 0.08 0.45 0.30
H 2.90582 -3.09649 0.27326 -0.59 -0.21 0.19 -0.11
H 3.13544 -4.42037 1.52131 -0.26 -0.02 -0.11 0.38
H 0.52708 -0.19238 4.43236 0.32 0.19 0.21 0.33
H 0.27981 -1.70557 4.06116 -0.03 -0.12 0.34 0.27
C 6.62064 3.57227 1.73184 -0.20 0.75 0.12 -1.35
C 5.13189 3.67031 2.11104 -0.27 0.56 -0.70 0.23
C 4.28128 3.12945 0.92201 0.99 0.39 0.14 -0.67
O 4.70508 1.80865 0.65965 0.02 -0.09 0.22 -0.35
C 3.85032 1.04671 -0.13434 -0.09 -0.80 -0.46 -0.57
N 4.97347 2.96327 3.37796 -0.15 -1.24 -0.70 -0.72
H 6.89611 2.52442 1.63712 0.17 0.05 0.00 0.25
H 7.23323 4.07751 2.47859 -0.07 -0.34 0.29 0.37
H 6.86122 4.11327 0.81342 -0.28 -0.28 -0.25 0.37
H 4.82188 4.71290 2.21958 0.19 0.09 0.10 0.43
H 4.56191 3.73359 0.05031 -0.34 0.19 -0.06 0.36
H 3.20280 3.20983 1.09117 -0.04 -0.19 0.16 0.37
H 4.34616 0.09815 -0.35148 -0.02 -0.10 0.44 0.30
H 3.64643 1.41863 -1.14775 -0.04 0.69 0.22 0.40
H 2.90525 0.84905 0.38214 -0.05 0.00 -0.04 0.04
H 4.95621 2.01223 2.99654 0.30 -0.29 0.87 0.23
H 4.06306 3.03030 3.82380 -0.12 0.55 -0.31 0.33
C -0.75336 0.24349 0.31661 0.29 -0.02 0.79 -1.37
C 0.17193 0.16904 -0.90857 -0.36 0.83 1.15 0.51
C 0.60361 -1.27976 -1.12715 -0.37 0.81 -0.84 -0.32
O 1.66202 -1.30823 -2.07833 -0.19 0.00 0.46 -0.11
C 1.81303 -2.58512 -2.65162 1.16 -0.13 -0.81 -0.82
N -0.55078 0.76144 -2.03143 0.34 -0.66 -0.59 -0.33
H -0.18270 0.34582 1.24561 0.21 -0.71 -0.02 -0.02
H -1.38728 -0.64404 0.38103 0.03 -0.04 0.11 0.21
H -1.41761 1.10676 0.39626 0.03 0.09 -0.86 0.66
H 1.05465 0.78529 -0.72722 0.00 -0.04 0.02 0.09
H -0.27572 -1.73395 -1.60378 0.03 -0.53 0.36 0.19
H 0.88429 -1.78562 -0.20009 0.02 -0.06 0.01 0.17
H 2.60877 -2.48760 -3.39871 0.00 0.01 0.06 0.30
H 0.94699 -2.90813 -3.22829 -0.25 -0.12 0.52 0.26
H 2.19228 -3.34215 -1.95919 -0.49 -0.02 0.19 0.20
H -1.14957 0.00682 -2.36911 -0.24 0.35 -0.13 0.27
H 0.13214 0.86963 -2.77475 -0.07 0.19 -0.23 0.10
O 0.35225 2.24026 -5.85507 -0.41 -0.48 0.18 -0.66
H 0.52208 1.42239 -5.34538 0.41 0.30 -0.09 0.41
H 0.78295 2.08937 -6.70279 0.02 0.06 0.05 0.30
O -2.44901 -1.45387 -3.11235 -0.35 0.13 -0.23 -0.60
H -2.99198 -2.02329 -2.55334 0.10 -0.04 -0.07 0.23
H -3.08372 -0.89050 -3.57929 0.05 0.11 0.21 0.30
O 0.27118 2.56232 2.79755 -0.01 -0.01 -0.04 -0.57
H -0.02226 3.47879 2.74508 0.02 -0.06 0.03 0.27
H -0.19798 2.11540 2.08484 0.01 0.10 0.02 0.37
O 1.23068 -0.22419 -4.71642 0.04 -0.57 0.07 -0.67
H 1.54808 -0.75268 -3.95213 -0.27 0.72 -0.22 0.26
H 0.82639 -0.88110 -5.30019 -0.02 0.00 0.09 0.33
O 0.85867 -4.36731 -5.06721 -0.40 0.29 0.17 -0.63
H 0.11104 -3.73147 -4.96354 0.61 -0.65 -0.36 0.40
H 1.20982 -4.18143 -5.94252 0.00 -0.04 0.00 0.29
O -2.48683 1.57545 -5.51463 0.34 -0.35 -0.06 -0.73
H -2.79519 1.33797 -6.39455 -0.05 0.16 0.05 0.28
H -1.54059 1.79663 -5.62655 -0.08 0.14 -0.20 0.39
O -1.02497 -2.46289 -5.36312 -0.43 0.85 -0.10 -0.64
H -1.51448 -2.43907 -6.19347 0.09 -0.14 0.04 0.25
H -1.51152 -1.86087 -4.76536 0.22 -0.52 0.07 0.33
O -2.67689 3.03667 -3.13945 0.22 -0.29 0.19 -0.75
H -2.14624 2.43806 -2.59364 0.26 0.03 0.00 0.39
H -2.67378 2.60999 -4.00990 -0.28 0.13 0.04 0.38
O -4.55116 4.08997 -1.31793 0.07 -0.19 0.28 -0.66
H -3.83416 3.57932 -1.73262 -0.33 0.33 -0.23 0.42
H -5.00326 4.50288 -2.05767 0.07 -0.02 -0.05 0.28
```
Forces are in eV/Å.

Summary:
Gap between HOMO and LUMO: 8.594 eV
Max |F|: 1.78 eV Å⁻¹
E_LUMO: -0.5 eV


This record from OMol25 describes 15 unconnected molecules or ions with the total composition C16H63NO15 at a distorted geometry. The level of theory is the ωB97M-V functional and the def2-TZVPD basis.

Structure (XYZ):
```
95
Properties=species:S:1:pos:R:3:forces:R:3:mulliken_charge:R:1
C -0.81781 -0.74015 0.30307 0.45 -0.71 -0.11 -1.13
C 0.14893 0.20074 1.02740 -0.86 1.64 -0.70 0.43
O 1.48310 -0.10995 0.67935 0.91 -1.00 -0.41 0.69
H -0.45821 -0.97726 -0.70040 0.30 0.27 -0.08 0.07
H -1.85178 -0.44224 0.13143 0.13 0.55 0.47 0.31
H -0.84169 -1.70958 0.80424 -0.04 -0.02 0.17 0.46
H -0.03785 0.27018 2.10060 0.21 -0.57 0.12 0.03
H 0.07830 1.23546 0.68043 -0.90 0.11 -0.07 0.47
H 2.12124 0.17692 1.34644 -0.77 -0.12 0.55 -0.53
C -2.22680 -1.30231 3.97574 -0.55 0.24 0.04 -0.54
C -1.97571 -2.66983 4.59116 -0.98 0.05 -0.27 -0.58
O -0.72623 -3.15461 4.15854 0.06 -0.49 0.10 -0.52
H -2.45347 -1.46042 2.92036 0.24 0.12 -0.13 0.07
H -1.41586 -0.57865 4.05690 0.23 -0.27 0.15 0.14
H -3.11405 -0.81041 4.37838 -0.06 -0.14 0.24 0.47
H -2.78829 -3.30924 4.23705 0.05 -0.21 -0.21 0.34
H -2.08266 -2.77831 5.67135 0.50 0.61 0.15 0.31
H -0.85444 -3.85253 3.51229 0.19 0.02 -0.04 0.26
C 2.20044 2.40719 -3.45993 0.55 0.66 -0.04 -1.47
C 1.26321 1.56902 -2.63668 -0.95 0.27 -0.61 0.82
O 0.33789 2.37838 -1.92715 0.45 0.10 -0.01 -0.49
H 2.83662 3.02170 -2.82024 0.13 -0.01 0.02 0.28
H 1.69735 3.10152 -4.13364 -0.38 -0.07 0.19 0.43
H 2.83765 1.81163 -4.11514 0.10 -0.26 0.24 0.31
H 1.79487 0.91564 -1.94232 -0.05 -0.15 -0.10 -0.21
H 0.64052 1.02376 -3.35012 0.30 -0.75 0.07 0.33
H -0.45472 1.84982 -1.78050 -0.61 0.18 0.07 0.09
C 1.19602 2.59413 3.72429 0.87 -0.25 0.35 0.24
C 1.35483 4.09101 3.55080 -1.04 -0.38 -0.58 -0.38
O 0.07592 4.69685 3.68212 -0.32 0.49 0.55 -0.60
H 0.61338 2.10868 2.94163 0.01 0.25 -0.03 -0.49
H 0.76054 2.36022 4.69641 -0.26 0.18 -0.02 0.51
H 2.18665 2.13379 3.75234 -0.24 0.11 -0.17 -0.14
H 1.67851 4.36742 2.54723 0.73 -0.25 0.17 0.12
H 2.02694 4.46970 4.32055 -0.08 0.27 -0.08 0.37
H -0.32495 4.72837 2.80868 0.07 0.00 -0.12 0.33
C -2.83137 1.95256 2.12163 0.65 -0.03 -0.39 -0.18
C -3.95036 2.65332 1.35582 -0.86 -1.33 0.31 -0.54
O -3.52451 3.38117 0.20821 0.14 0.16 0.62 -0.54
H -3.21511 1.19224 2.80251 -0.36 0.36 0.23 0.19
H -2.12446 2.59851 2.64321 -0.33 0.28 0.16 0.29
H -2.19064 1.35294 1.47172 -0.23 0.23 -0.47 -0.32
H -4.64353 3.19818 2.00005 0.62 0.75 0.22 0.49
H -4.64279 1.86747 1.03721 0.18 -0.36 -0.42 0.19
H -4.16188 4.08217 0.05140 0.07 0.06 -0.10 0.25
C -6.13940 -1.53056 -1.45217 0.14 0.41 -0.54 -1.06
C -5.17411 -0.52117 -2.12108 -0.42 -1.22 0.54 -0.29
O -3.92506 -0.63368 -1.47318 0.33 0.76 0.31 -0.47
H -6.23919 -1.36920 -0.37920 0.02 0.23 -0.05 0.27
H -5.72687 -2.53152 -1.58587 -0.01 -0.05 -0.05 0.24
H -7.12415 -1.51611 -1.92085 -0.06 0.04 0.05 0.39
H -5.48990 0.51807 -2.03661 -0.08 -0.06 0.09 0.33
H -5.07831 -0.76996 -3.17960 -0.04 0.11 -0.12 0.27
H -3.46429 -1.45827 -1.67160 0.12 -0.38 -0.22 0.24
C 3.74096 -2.36021 -4.99290 0.82 0.38 1.03 -1.48
C 3.07234 -2.65414 -3.65892 -0.50 -0.18 0.82 0.02
C 3.12053 -1.50578 -2.62853 -0.07 0.02 -0.47 0.75
O 4.45180 -1.28922 -2.25934 1.24 0.18 0.45 -0.50
C 4.61099 -0.27442 -1.27928 -1.03 0.66 -0.33 -0.40
N 1.64194 -2.96861 -3.87216 0.48 0.05 -0.27 -0.63
H 3.71336 -3.22301 -5.65725 -0.34 0.16 -0.14 0.42
H 4.79578 -2.14859 -4.81024 0.05 0.10 -0.09 0.34
H 3.29573 -1.44989 -5.39651 -0.06 -0.16 -0.43 0.34
H 3.49645 -3.55227 -3.20710 0.26 0.10 0.11 0.45
H 2.51375 -1.63298 -1.72822 -0.14 -0.77 0.03 -0.21
H 2.65591 -0.62746 -3.09236 0.32 0.29 -0.30 -0.37
H 5.62795 0.05169 -1.06722 0.26 -0.65 -0.57 0.42
H 4.15250 -0.51047 -0.31578 -0.17 -0.50 0.01 0.17
H 4.07585 0.60148 -1.65734 0.02 0.34 0.10 0.05
H 1.34087 -2.30474 -4.57671 -0.54 0.13 0.06 0.24
H 1.65289 -3.85203 -4.36862 -0.33 -0.18 -0.06 0.29
O 0.61639 4.10880 0.15235 -0.41 0.71 0.48 -0.69
H 0.44366 3.69228 -0.70147 0.01 -0.15 -0.01 0.40
H 1.44022 3.70500 0.45213 -0.14 -0.06 -0.19 0.33
O 1.76951 -2.11762 4.09100 0.18 0.23 0.18 -0.73
H 1.77645 -1.37056 3.48904 0.22 0.09 -0.08 0.26
H 0.83542 -2.34250 4.19224 0.00 -0.20 -0.05 0.44
O -2.57567 1.71982 -1.81161 0.47 0.00 -0.26 -0.71
H -3.00654 0.85653 -1.73885 -0.06 -0.27 0.03 0.43
H -2.98723 2.26247 -1.12695 0.08 0.30 0.13 0.37
O 2.79379 2.67803 0.60890 0.81 -0.21 0.20 -0.54
H 2.60221 1.74586 0.47385 -0.37 -0.18 -0.18 0.12
H 3.48174 2.87865 -0.03064 0.08 0.16 -0.11 0.31
O 3.11812 0.34567 2.80238 0.29 -0.30 -0.31 -0.52
H 3.77586 0.21637 2.11274 0.44 -0.21 0.17 0.11
H 3.56449 0.87962 3.46417 -0.04 0.06 0.11 0.29
O 1.67137 -2.94108 0.68511 0.16 -0.20 0.09 -0.78
H 1.39278 -2.01872 0.73735 0.26 0.09 -0.01 0.16
H 1.30315 -3.26033 -0.14601 -0.20 -0.12 0.02 0.38
O -2.35558 -2.95673 -1.85715 -0.67 0.23 -0.07 -0.68
H -1.39870 -3.03970 -1.73268 0.32 -0.19 -0.01 0.28
H -2.73341 -3.63919 -1.29831 -0.03 -0.09 0.07 0.31
O 0.22195 -3.76749 -1.64955 -0.11 -0.09 0.60 -0.79
H 0.80198 -3.32555 -2.29572 0.13 0.14 -0.76 0.52
H 0.22595 -4.69178 -1.90806 -0.03 -0.13 0.01 0.25
```
Forces are in eV/Å.

Summary:
Gap between HOMO and LUMO: 9.773 eV
Max |F|: 1.98 eV Å⁻¹
E_LUMO: 0.2 eV


Which value of gap between HOMO and LUMO does entry 3 give?
9.773 eV


Which of these has the lowest E_LUMO?
C16H62N4O13


Which of these has the highest E_LUMO?
C16H63NO15